ORCA calculation (ωB97M-V with the def2-TZVPD basis set) on C8H16O5Tl as an isolated structure at a distorted geometry.

Output
DFT total energy = -23476.8531 eV
HOMO energy = -12.748 eV
Net charge = +1
F_max = 4.2 eV Å⁻¹
HOMO-LUMO gap = 8.50 eV
E_LUMO = -4.2 eV

```
30
C8H16O5Tl | the OMol25 dataset | ωB97M-V with the def2-TZVPD basis set
O -1.7772 -0.6409 -1.8507
C -2.6879 -0.5660 -1.0269
C -2.8499 -1.6695 -0.0249
O -1.6350 -2.3598 0.0812
C -1.6087 -3.3656 1.0794
Tl 0.0633 -1.6617 -1.3718
H -0.8205 1.2490 -0.0717
H -3.4730 0.2108 -0.9626
H -3.6692 -2.3367 -0.3493
H -3.1443 -1.2177 0.9414
H -0.5560 -3.5727 1.2984
H -2.1252 -3.0114 1.9844
H -2.0923 -4.2828 0.7132
O 5.2121 -0.3037 -0.0371
C 4.0393 -0.5136 0.1419
C 2.9740 -0.0655 -0.8368
O 1.6748 -0.2469 -0.3176
C 1.2426 0.7404 0.6117
C 0.2643 1.7006 -0.0370
O 0.3108 2.9032 0.6459
C -0.4838 3.9196 0.0769
H 3.6715 -1.0723 1.0327
H 3.1556 0.9806 -1.1292
H 3.0676 -0.6792 -1.7441
H 2.1040 1.2802 1.0313
H 0.7464 0.2119 1.4349
H 0.4924 1.8153 -1.1161
H -1.3364 4.0860 0.7445
H 0.0937 4.8534 -0.0247
H -0.8528 3.6153 -0.9173
```

Löwdin population analysis, charges in e, atoms 1 to 8: number 1, O, carries -0.1393; number 2, C, carries -0.1324; number 3, C, carries -0.1666; number 4, O, carries -0.4029; number 5, C, carries -0.0476; number 6, Tl, carries 1.1586; number 7, H, carries 0.1360; number 8, H, carries 0.1613